17
Properties=species:S:1:pos:R:3:forces:R:3:nbo_charge:R:1 method="wB97M-V/def2-TZVPD" de_lowest_kj_mol=77.2 e_homo_ev=-2.3 gap_ev=6.399 total_charge=-1 e_tot_ha=-272.2977
C 2.0143 1.5831 1.8350 -0.203 -0.069 -0.067 -0.183
O 0.9661 0.8751 1.3590 -0.021 0.012 -0.004 -0.990
H 3.0148 1.1785 1.5342 0.101 0.035 0.040 0.072
H 2.0327 2.6532 1.4970 0.075 0.031 0.044 0.072
H 2.0576 1.6437 2.9548 0.076 0.033 0.004 0.073
C 0.2264 -2.1484 -1.4149 -0.224 -0.142 0.189 -0.635
C -0.2862 -0.9444 -0.6730 0.651 -0.051 -0.608 -0.207
C -1.4293 -0.3331 -0.9430 -0.402 -0.026 0.590 -0.217
C -1.9075 0.8232 -0.0994 -0.083 0.041 -0.385 -0.662
H -0.5727 -2.6857 -1.9346 0.027 0.022 -0.055 0.183
H 1.0004 -1.8967 -2.1420 0.046 0.133 -0.044 0.199
H 0.6937 -2.8338 -0.7044 -0.017 -0.118 -0.027 0.201
H 0.4043 -0.5058 0.0558 -0.214 0.134 0.193 0.288
H -2.1060 -0.7335 -1.6989 0.007 -0.041 -0.043 0.155
H -1.0421 1.2944 0.3680 0.054 0.047 0.172 0.288
H -2.4842 1.5495 -0.6821 0.123 0.054 -0.083 0.173
H -2.5824 0.4808 0.6886 0.006 -0.094 0.084 0.190

=====

82
Properties=species:S:1:pos:R:3:forces:R:3:mulliken_charge:R:1 method="wB97M-V/def2-TZVPD" de_lowest_kj_mol=73.5 e_homo_ev=-6.6 gap_ev=5.828 total_charge=0 e_tot_ha=-3535.4449
W -0.0221 0.8396 0.7638 0.004 -0.085 0.105 2.144
S -2.3718 0.9985 1.5032 0.166 0.078 -0.010 -0.489
C -3.1221 -0.2556 0.5153 -0.016 -0.020 -0.011 1.030
C -4.4663 -0.5590 0.7683 0.001 -0.015 -0.013 -0.838
C -5.1266 -1.5655 0.0894 0.002 0.001 0.015 -0.591
C -4.4713 -2.3113 -0.8848 -0.016 -0.006 -0.011 -0.817
C -3.1524 -2.0167 -1.1754 -0.007 -0.013 -0.005 -0.672
C -2.4853 -1.0195 -0.4738 0.013 0.038 0.030 -0.180
S -0.8288 -0.5861 -0.9862 -0.046 -0.087 -0.150 0.189
C 0.2039 -2.0698 -0.8029 -0.001 -0.046 -0.031 -1.617
C 1.4366 -1.8826 0.0515 0.000 0.051 0.008 0.567
C 2.3743 -2.9039 0.0610 0.045 0.016 0.002 -0.917
C 3.3927 -2.8801 0.9946 -0.001 0.021 0.009 -0.708
C 3.4284 -1.8519 1.9207 0.023 -0.039 -0.014 -1.052
C 2.4898 -0.8393 1.8384 -0.113 0.048 -0.083 0.490
C 2.4460 0.2560 2.8628 -0.008 0.024 -0.059 -0.985
S 0.7126 0.7794 3.1541 0.221 0.012 0.265 -0.188
C 1.0511 2.3869 3.8203 -0.042 -0.057 -0.079 -0.227
C 1.3779 2.5125 5.1661 -0.002 -0.013 -0.002 -0.540
C 1.6633 3.7631 5.6800 0.002 0.024 0.009 -0.730
C 1.5987 4.8730 4.8377 0.009 -0.015 0.020 -0.527
C 1.2452 4.7424 3.5097 -0.002 -0.012 -0.016 -0.903
C 0.9505 3.4816 2.9697 -0.025 -0.051 0.003 1.237
S 0.4468 3.3077 1.3170 0.009 -0.033 0.017 -0.325
N 1.5525 -0.8287 0.8730 -0.048 0.044 -0.006 0.708
H -4.9826 0.0097 1.5318 0.006 0.008 0.005 0.439
H -6.1631 -1.7724 0.3237 -0.006 -0.002 -0.009 0.399
H -4.9870 -3.0967 -1.4201 0.004 -0.009 -0.002 0.410
H -2.6326 -2.5598 -1.9568 0.002 -0.005 -0.003 0.484
H 0.4995 -2.3979 -1.8000 -0.006 -0.002 0.009 1.033
H -0.4059 -2.8528 -0.3470 -0.007 0.035 0.035 0.458
H 2.2747 -3.7230 -0.6379 0.001 -0.003 0.001 0.554
H 4.1276 -3.6733 1.0263 0.003 -0.004 -0.003 0.441
H 4.1690 -1.8313 2.7076 0.007 0.001 0.001 0.556
H 2.9712 1.1490 2.5249 0.000 -0.005 0.034 0.304
H 2.9000 -0.0767 3.7952 -0.026 -0.021 0.009 0.671
H 1.3998 1.6325 5.7979 0.006 0.000 0.007 0.474
H 1.9225 3.8796 6.7232 0.003 -0.004 0.003 0.383
H 1.8176 5.8573 5.2318 -0.001 0.005 0.006 0.377
H 1.1821 5.6139 2.8713 -0.007 0.001 -0.008 0.483
N 1.0806 1.1569 -9.5771 -0.001 0.001 0.001 -0.534
C 0.9862 1.2487 -8.4357 0.013 -0.010 -0.120 -0.097
C 0.8700 1.3595 -7.0094 -0.012 -0.017 0.111 0.598
C 0.8577 2.6156 -6.4085 0.002 -0.018 0.005 -0.910
C 0.7426 2.7163 -5.0329 0.018 -0.001 0.015 0.123
C 0.6439 1.5714 -4.2486 -0.024 -0.036 -0.074 -0.577
C 0.6667 0.3183 -4.8572 0.016 0.056 0.025 -0.075
C 0.7735 0.2070 -6.2314 0.001 0.037 -0.014 -0.878
C 0.5264 1.6544 -2.7696 0.048 0.050 0.068 1.490
C -0.6324 2.1695 -2.2254 0.158 0.071 0.078 -0.343
C -1.6487 2.8938 -2.9089 -0.079 -0.089 -0.054 -0.623
C -2.4572 3.4436 -1.9505 0.046 0.079 0.051 -1.582
C -1.9345 3.0275 -0.7038 -0.006 -0.070 -0.080 -0.408
N -0.8697 2.2483 -0.8489 -0.061 -0.171 -0.055 0.380
C 1.6582 1.2891 -2.0202 -0.132 -0.032 -0.087 -0.445
C 2.9712 1.2170 -2.5392 0.071 -0.022 -0.001 -0.715
C 3.8281 1.2745 -1.4570 0.026 0.015 -0.073 -1.871
C 3.0073 1.3727 -0.3251 -0.151 -0.041 -0.004 -0.138
N 1.7103 1.3511 -0.6358 0.018 0.111 0.205 0.487
H 0.9417 3.5036 -7.0198 0.000 -0.001 -0.002 0.458
H 0.7417 3.6879 -4.5567 -0.001 0.007 0.005 0.588
H 0.5971 -0.5687 -4.2410 -0.014 -0.010 -0.003 0.506
H 0.7830 -0.7636 -6.7080 0.003 0.000 -0.002 0.463
H -1.7242 3.0045 -3.9783 -0.013 -0.005 -0.001 0.657
H -3.3175 4.0775 -2.0857 0.010 0.019 -0.026 0.470
H -2.3209 3.2642 0.2717 0.015 -0.006 0.009 0.617
H 3.2327 1.2070 -3.5850 0.003 -0.012 -0.010 0.574
H 4.9055 1.2874 -1.4667 0.006 -0.001 -0.002 0.470
H 3.3303 1.4597 0.6970 0.012 0.040 0.002 0.507
C -0.6423 -0.9994 1.7808 -0.276 0.235 -0.047 -0.702
C -0.9965 -2.0731 2.2190 0.184 0.031 -0.013 0.384
C -1.4902 -3.3451 2.6506 -0.024 -0.052 0.021 -0.169
C -2.8650 -3.5457 2.8062 0.008 -0.005 -0.023 -0.311
C -3.3527 -4.7839 3.1881 -0.002 -0.019 0.006 -0.686
C -2.4804 -5.8384 3.4246 -0.001 -0.005 0.004 -0.401
C -1.1135 -5.6487 3.2750 -0.001 -0.015 0.008 -0.646
C -0.6203 -4.4125 2.8902 0.004 0.015 0.005 -0.273
H -3.5372 -2.7197 2.6144 -0.009 0.014 -0.004 0.493
H -4.4194 -4.9280 3.3034 -0.003 0.002 -0.001 0.398
H -2.8647 -6.8042 3.7257 -0.001 -0.005 0.000 0.386
H -0.4295 -6.4673 3.4600 0.001 -0.003 0.002 0.389
H 0.4457 -4.2572 2.7742 -0.001 0.001 -0.001 0.420

=====

18
Properties=species:S:1:pos:R:3:forces:R:3:nbo_charge:R:1 method="wB97M-V/def2-TZVPD" de_lowest_kj_mol=87.0 spin_multiplicity=4 e_homo_ev="-4.8 / -4.7" gap_ev="5.314 / 4.599" total_charge=0 e_tot_ha=-1436.4040 s_squared=3.75
H -2.7510 2.2079 3.1344 0.003 0.011 0.068 0.002
O 1.3410 -0.3788 -0.3265 0.315 -0.533 -0.019 -0.484
Er 3.8397 2.7744 -0.6095 -0.240 -0.102 0.015 0.015
O 1.2867 1.8296 -0.3771 -0.224 -0.482 -0.016 -0.728
C 0.7034 0.7587 -0.2951 0.811 1.324 -0.097 1.025
O -0.5999 0.6257 -0.1506 -0.888 -0.529 -0.214 -0.511
C -1.4510 1.7226 -0.1873 -0.204 0.565 1.196 0.108
C 0.6128 -1.6316 -0.2435 -0.451 0.010 0.052 -0.068
C 1.6031 -2.7629 -0.3328 0.158 -0.149 -0.011 -0.629
H 0.0606 -1.6472 0.7044 0.147 -0.003 -0.202 0.192
H -0.1159 -1.6630 -1.0629 0.181 0.004 0.168 0.192
H 2.3265 -2.7244 0.4917 -0.167 0.011 -0.240 0.224
H 1.0504 -3.7097 -0.2643 0.166 0.213 -0.021 0.223
H 2.1421 -2.7451 -1.2886 -0.112 0.016 0.269 0.224
C -2.6595 1.6034 0.3612 0.142 -0.140 -1.190 -0.443
H -0.9935 2.6582 -0.5070 -0.095 -0.352 -0.079 0.220
H -3.3335 2.4583 0.3238 0.227 -0.265 0.107 0.223
H -3.0618 0.6238 0.6297 0.233 0.401 0.213 0.217

=====

11
Properties=species:S:1:pos:R:3:forces:R:3:nbo_charge:R:1 method="wB97M-V/def2-TZVPD" de_lowest_kj_mol=419.1 e_homo_ev=-9.8 gap_ev=8.921 total_charge=0 e_tot_ha=-335.6137
H -1.1204 1.6232 0.5580 -1.925 -0.660 -0.699 0.323
N -2.0176 1.3361 0.0703 0.441 -2.209 -0.553 -0.675
C -2.1189 0.0341 -0.2183 -1.082 3.840 2.444 0.246
N -1.2879 -0.9606 0.0691 4.139 -1.943 0.277 -0.441
N 0.1679 -1.0638 0.1200 -0.981 5.334 -0.536 -0.146
C 0.7435 0.1770 0.0350 -3.392 -1.589 -0.656 -0.090
C 2.1599 0.2195 -0.1394 -0.755 -0.172 1.036 0.207
N 3.2954 0.2457 -0.0057 0.850 0.114 -0.402 -0.244
H -3.1252 -0.4022 -0.3773 0.453 0.738 -0.644 0.191
H -1.6272 -1.8942 0.0425 -0.361 -0.464 -0.174 0.401
H 0.0607 1.1875 -0.0637 2.614 -2.990 -0.094 0.228

=====

10
Properties=species:S:1:pos:R:3:forces:R:3:nbo_charge:R:1 method="wB97M-V/def2-TZVPD" de_lowest_kj_mol=128.6 e_homo_ev=-8.3 gap_ev=8.036 total_charge=0 e_tot_ha=-496.6517
C 0.7768 0.1190 -1.0327 -0.496 2.624 0.663 -0.341
C 0.3147 1.1655 -0.2006 2.271 -1.840 -2.406 -0.247
C -0.5310 0.8019 0.9052 -0.160 1.671 -0.385 -0.404
P -1.5446 1.4686 2.0292 0.180 -1.324 -0.337 0.536
C -1.1178 -0.3955 1.4813 -0.337 0.563 0.423 -0.590
H 1.4217 0.3781 -1.8874 -0.296 -0.049 0.482 0.195
H 0.5154 -0.9522 -1.0088 -0.119 0.802 0.601 0.206
H 0.7147 2.2619 -0.4162 -1.204 -2.506 0.703 0.236
H -1.8026 -1.0484 0.9421 -0.144 0.397 -0.094 0.206
H -0.5228 -0.9263 2.1951 0.306 -0.339 0.351 0.203

=====

16
Properties=species:S:1:pos:R:3:forces:R:3:nbo_charge:R:1 method="wB97M-V/def2-TZVPD" de_lowest_kj_mol=299.3 e_homo_ev=-9.1 gap_ev=10.037 total_charge=0 e_tot_ha=-325.8236
C -1.0702 -2.1837 -0.3371 0.061 0.262 0.093 -0.713
C 0.1444 -1.6149 0.2850 3.698 -1.353 -0.052 0.575
O 1.0898 -2.3220 0.7045 -2.602 0.908 -0.526 -0.551
C 0.5688 -0.1633 0.2518 0.933 0.088 -0.890 -0.196
C -0.3040 0.7422 0.9811 -1.445 -0.647 1.523 -0.240
N -0.0627 0.9735 -0.4408 -1.740 -0.037 0.067 -0.410
C 0.6569 2.2654 -0.7150 -0.383 -0.978 0.108 -0.412
H -1.1138 -3.2591 -0.2285 0.238 -0.138 -0.090 0.243
H -1.9943 -1.7709 0.0297 -0.348 0.435 0.029 0.234
H -0.9141 -1.8639 -1.3665 -0.503 -0.231 -0.343 0.251
H 1.6407 -0.2060 0.2208 0.444 0.570 0.744 0.226
H 0.1348 1.4635 1.6716 -0.298 -0.215 0.005 0.204
H -1.2504 0.1265 1.3623 1.588 2.150 -0.953 0.196
H -0.0823 3.0420 -0.9889 0.184 -0.566 0.352 0.212
H 1.3133 2.1608 -1.5721 0.127 -0.227 -0.082 0.206
H 1.2430 2.6097 0.1423 0.046 -0.021 0.015 0.175

=====

Please write out number 3 again, unchanged.
18
Properties=species:S:1:pos:R:3:forces:R:3:nbo_charge:R:1 method="wB97M-V/def2-TZVPD" de_lowest_kj_mol=87.0 spin_multiplicity=4 e_homo_ev="-4.8 / -4.7" gap_ev="5.314 / 4.599" total_charge=0 e_tot_ha=-1436.4040 s_squared=3.75
H -2.7510 2.2079 3.1344 0.003 0.011 0.068 0.002
O 1.3410 -0.3788 -0.3265 0.315 -0.533 -0.019 -0.484
Er 3.8397 2.7744 -0.6095 -0.240 -0.102 0.015 0.015
O 1.2867 1.8296 -0.3771 -0.224 -0.482 -0.016 -0.728
C 0.7034 0.7587 -0.2951 0.811 1.324 -0.097 1.025
O -0.5999 0.6257 -0.1506 -0.888 -0.529 -0.214 -0.511
C -1.4510 1.7226 -0.1873 -0.204 0.565 1.196 0.108
C 0.6128 -1.6316 -0.2435 -0.451 0.010 0.052 -0.068
C 1.6031 -2.7629 -0.3328 0.158 -0.149 -0.011 -0.629
H 0.0606 -1.6472 0.7044 0.147 -0.003 -0.202 0.192
H -0.1159 -1.6630 -1.0629 0.181 0.004 0.168 0.192
H 2.3265 -2.7244 0.4917 -0.167 0.011 -0.240 0.224
H 1.0504 -3.7097 -0.2643 0.166 0.213 -0.021 0.223
H 2.1421 -2.7451 -1.2886 -0.112 0.016 0.269 0.224
C -2.6595 1.6034 0.3612 0.142 -0.140 -1.190 -0.443
H -0.9935 2.6582 -0.5070 -0.095 -0.352 -0.079 0.220
H -3.3335 2.4583 0.3238 0.227 -0.265 0.107 0.223
H -3.0618 0.6238 0.6297 0.233 0.401 0.213 0.217